Entry 1:
Molecular formula: C17H56O11
Method: DFT, the ωB97M-V functional and the def2-TZVPD basis

Geometry as XYZ:
```
84
Properties=species:S:1:pos:R:3:forces:R:3
C -1.148479 0.372975 0.746437 1.006 -0.260 0.505
C 0.315810 0.736874 0.369646 -1.322 -1.888 -1.604
C 0.719212 0.162474 -0.994123 -0.209 -0.512 -0.004
O 0.375290 2.094158 0.205812 0.964 2.650 1.001
H -1.869178 0.850455 0.082583 0.197 -0.068 -0.110
H -1.324624 0.755532 1.751790 -0.188 -0.034 0.081
H -1.323168 -0.702926 0.748930 -0.024 -0.018 0.003
H 1.048168 0.446757 1.123035 -0.202 0.034 0.207
H 1.749238 0.428308 -1.231795 0.025 -0.047 0.054
H 0.077026 0.606988 -1.754452 -0.063 0.154 -0.054
H 0.565913 -0.909072 -1.122092 0.182 -0.119 0.287
H -0.271579 2.409404 -0.429614 -0.083 -0.426 -0.236
C 4.743090 -0.377644 -3.184536 0.022 -1.381 -1.208
C 5.497367 -0.007589 -4.462636 0.197 3.329 0.162
C 6.489073 1.157556 -4.281934 -0.372 -0.062 0.732
O 6.276450 -0.986946 -4.987900 0.942 -2.731 -0.091
H 5.386842 -0.936095 -2.504976 0.250 0.736 0.486
H 4.101843 -1.184330 -3.539725 -0.678 -0.082 0.134
H 4.093359 0.386524 -2.757898 0.450 0.046 0.091
H 4.796397 0.250094 -5.256560 -0.618 0.471 0.168
H 7.164269 1.326911 -5.120698 -0.541 -0.007 -0.363
H 7.173343 0.894998 -3.475125 -0.112 0.000 0.313
H 5.943298 2.058178 -4.000690 0.209 0.191 -0.101
H 5.800797 -1.805771 -4.830199 0.229 -0.515 -0.314
C -5.530044 1.645854 5.251018 0.997 0.758 -0.484
C -4.254124 1.491862 4.366535 -0.728 0.433 0.201
C -4.171243 0.174435 3.613383 -0.228 0.040 0.226
O -4.155599 2.601609 3.450564 0.294 0.041 0.333
H -6.446936 1.540253 4.671138 -0.036 -0.438 0.089
H -5.512093 2.683536 5.584154 -0.059 0.087 0.099
H -5.490402 1.047238 6.161060 -0.202 -0.358 -0.282
H -3.417595 1.646250 5.048060 0.245 -0.127 -0.208
H -5.183927 -0.086603 3.306079 -0.001 -0.231 -0.201
H -3.787301 -0.629962 4.240778 -0.063 -0.025 0.049
H -3.544974 0.247138 2.724215 0.048 0.073 0.083
H -4.832295 2.561535 2.770807 -0.208 -0.273 0.061
C -0.247736 -1.133085 4.285451 -1.492 0.504 0.250
C 1.208567 -0.754277 4.278586 -0.050 -0.901 -0.117
C 1.747340 0.237244 5.275329 -0.063 0.950 0.789
O 1.956139 -1.964634 4.484876 0.122 0.393 -0.593
H -0.843514 -0.284040 3.950397 -0.007 0.431 0.334
H -0.668885 -1.474080 5.231209 0.385 0.243 0.384
H -0.618674 -1.888580 3.592831 1.014 -0.339 -0.357
H 1.398523 -0.327645 3.293698 0.213 -0.157 -0.338
H 2.740803 0.588626 4.996623 0.120 -0.088 -0.462
H 1.918991 -0.184386 6.265707 -0.512 -0.272 0.069
H 1.170743 1.156630 5.377173 -0.244 -0.094 -0.092
H 2.848566 -1.610930 4.492921 0.488 -0.627 0.112
C 2.865445 -6.038703 -1.240727 -0.737 0.625 0.591
C 1.397811 -5.524466 -1.274166 1.395 0.624 -0.799
C 1.278028 -4.037826 -1.079300 -0.798 0.314 1.111
O 0.850544 -5.853475 -2.541308 -0.377 -0.574 0.157
H 3.316305 -5.765221 -0.286773 0.027 -0.333 0.203
H 3.484118 -5.543725 -1.989289 -0.286 -0.069 -0.280
H 2.879699 -7.118156 -1.391253 0.173 0.022 0.072
H 0.779296 -6.000253 -0.513136 0.183 -0.117 0.315
H 0.227334 -3.750263 -1.117431 -0.190 -0.092 -0.350
H 1.810838 -3.346773 -1.732487 0.363 -0.448 -0.040
H 1.499485 -3.865775 -0.025994 0.551 0.418 0.005
H 0.661979 -6.779159 -2.370588 -0.320 -0.318 -0.983
C -2.745091 4.246359 -1.548859 0.065 0.742 -0.930
O -1.645159 3.452254 -1.048098 -1.108 0.596 -0.188
H -3.217540 3.784416 -2.415755 0.225 -0.463 0.255
H -3.527742 4.478251 -0.826515 0.213 -0.325 0.344
H -2.363411 5.189708 -1.939385 0.127 0.144 0.167
H -1.298031 3.980105 -0.325273 0.215 -0.063 0.331
C -0.432568 2.398314 -4.180307 0.517 -1.324 0.788
O 0.117906 2.795090 -5.402131 -0.085 0.849 -0.457
H 0.302887 1.730986 -3.731015 -0.150 -0.436 0.388
H -0.592553 3.154424 -3.411679 -0.306 0.538 -0.384
H -1.331823 1.808643 -4.358437 -0.075 0.272 -0.046
H 0.968318 3.181056 -5.179825 0.109 0.104 -0.329
O -4.842818 -0.139188 -0.370139 -0.474 -0.686 0.638
H -4.156039 0.355063 -0.817663 0.318 0.419 -0.519
H -5.371445 0.527575 0.068296 -0.171 0.051 0.072
O -1.708922 -1.305249 -2.985865 0.018 0.388 0.143
H -2.386739 -1.759955 -2.485836 -0.245 -0.187 0.218
H -1.477803 -1.915086 -3.686517 0.113 -0.103 -0.255
O 0.548384 2.887641 2.975190 0.191 0.055 0.572
H -0.342330 3.004330 3.305688 -0.236 0.053 0.151
H 0.432464 2.555566 2.084952 0.013 0.017 -0.718
O -3.272124 1.294528 -1.994803 -0.239 0.035 -0.161
H -2.703374 1.931590 -1.562476 0.370 0.235 0.228
H -2.669414 0.675574 -2.406971 0.314 -0.450 -0.392
```
Forces are in eV/Å.

Properties
* frontier orbital gap: 10.2753 eV
* E_tot: -1508.833118 a.u.
* charge: 0
* max |F|: 3.34 eV/A

Atomic partial charges in e from the Löwdin method, atoms 1 to 5: -0.016, -0.472, -0.033, -0.065, 0.057

***

Entry 2:
Molecular formula: C17H57BCl2GaN18O12Si
Method: DFT, the ωB97M-V functional and the def2-TZVPD basis

Geometry as XYZ:
```
109
Properties=species:S:1:pos:R:3:forces:R:3
C -0.763370 0.385949 -4.490535 -1.158 -0.048 -0.353
O 0.178877 -0.697741 -4.809449 -0.288 1.475 0.627
C 1.439239 -0.586456 -4.059544 1.419 1.079 -0.753
Ga 1.292185 -0.918125 -2.025647 0.249 0.117 -0.474
B 3.039555 -1.903292 -1.371043 0.918 -0.734 -0.143
O 3.303997 -2.178777 0.079399 -1.442 0.972 -2.137
O 3.961530 -2.328505 -2.466684 0.181 -0.830 4.120
C -0.308131 -2.082293 -1.434127 -2.330 0.572 -0.829
Cl 0.368225 -3.516783 -0.462751 -0.436 0.498 -0.316
C -1.217907 -2.696024 -2.651171 0.602 -0.121 0.123
C -0.388033 -3.667645 -3.701464 -0.533 0.993 -0.655
Cl -2.475136 -3.838970 -1.820958 0.075 0.282 -0.527
Si 1.315584 1.205906 -0.906960 -0.489 0.415 -0.237
C -0.177892 1.407632 0.312041 -0.262 0.528 1.568
C 1.239397 2.672431 -2.202157 0.551 1.362 -0.508
C 3.012036 1.413676 0.009320 0.882 0.686 0.909
H -0.807865 1.238728 -5.322819 0.465 -1.756 1.557
H -1.845257 -0.105800 -4.480042 2.270 1.164 0.128
H -0.566942 0.916219 -3.466119 -0.246 -1.259 -1.802
H 1.837551 0.530975 -4.191300 -0.621 -2.136 0.102
H 2.286122 -1.271686 -4.536698 -2.075 1.253 0.623
H 2.471858 -1.830768 0.550707 1.875 -0.857 -1.147
H 4.676925 -2.916672 -2.044736 -1.236 1.206 -1.011
H -0.995123 -1.422517 -0.717963 1.287 -1.882 -1.373
H -1.890857 -1.882954 -3.208235 1.790 -1.676 1.454
H -0.735915 -4.797239 -3.674956 0.879 2.460 0.292
H 0.749938 -3.511345 -3.476787 -2.132 -0.535 -0.567
H -0.639253 -3.253184 -4.791238 0.798 -0.894 2.379
H -1.063374 1.970297 -0.225045 1.602 -1.208 1.215
H 0.232974 2.068561 1.216199 -1.209 -1.145 -1.725
H -0.537353 0.381324 0.793218 0.572 2.184 -1.135
H 0.169301 2.825209 -2.655618 2.061 -0.404 0.662
H 1.553834 3.711020 -1.732765 -0.591 -1.969 -0.858
H 2.036918 2.459426 -3.057418 -1.826 0.469 1.588
H 3.200180 2.555354 0.240662 -0.202 -2.097 -0.453
H 3.056998 0.852902 1.054349 0.040 0.942 -2.244
H 3.841434 1.027582 -0.722489 -1.329 0.690 1.572
C 3.019789 6.040706 -3.479822 0.286 -0.730 0.640
O 3.034585 5.922985 -2.264722 -0.021 0.229 0.156
N 3.518840 5.104880 -4.307383 0.492 -0.934 -0.392
N 2.503119 7.116825 -4.100028 -0.778 1.687 -0.346
H 3.515712 5.183901 -5.310341 -0.044 -0.014 0.240
H 3.917370 4.278526 -3.881168 0.078 0.134 -0.068
H 2.116825 7.845015 -3.513612 0.143 -0.319 -0.270
H 2.481797 7.231790 -5.099195 -0.006 -0.073 0.221
C -1.348678 -2.205000 3.008418 -0.201 0.002 -1.042
O -2.107509 -1.800094 2.141949 -0.145 0.099 0.092
N -1.444470 -1.824269 4.295100 -0.594 0.796 1.695
N -0.348726 -3.068165 2.754101 0.735 -0.802 -0.376
H -0.829067 -2.146768 5.022734 0.018 -0.061 -0.093
H -2.184020 -1.175025 4.529393 0.307 -0.258 -0.133
H -0.241641 -3.380051 1.797739 0.016 0.101 0.040
H 0.286189 -3.412904 3.454132 -0.117 0.104 0.030
C -4.483205 -0.228440 -1.841661 0.146 -0.141 -0.175
O -3.675276 0.123240 -2.686715 0.273 0.145 -0.313
N -4.665882 -1.517158 -1.501785 -0.162 -0.980 -0.237
N -5.263182 0.641277 -1.174680 -0.635 0.909 -0.156
H -5.326185 -1.826174 -0.808470 0.255 0.088 -0.043
H -4.098435 -2.204484 -1.980254 -0.095 0.020 0.345
H -5.157240 1.621687 -1.400383 -0.122 -0.442 0.290
H -5.934078 0.370878 -0.475547 0.544 0.285 0.064
C -5.883223 2.904073 1.671138 0.312 -0.090 -0.262
O -6.115380 1.955293 0.938700 -0.514 -0.090 0.107
N -4.786201 3.671786 1.541364 0.868 0.352 -0.571
N -6.703642 3.266795 2.673624 -1.260 -0.003 0.975
H -4.577815 4.457095 2.134696 0.010 -0.203 -0.097
H -4.142194 3.432923 0.798704 -0.084 0.064 0.334
H -7.541172 2.715036 2.805814 0.358 0.277 0.001
H -6.529572 4.044823 3.287122 -0.004 -0.169 -0.126
C 6.063600 -4.508209 1.816070 -0.669 0.216 0.788
O 6.517519 -4.886221 2.884531 0.413 -0.255 0.356
N 6.701288 -4.698028 0.646882 1.238 -0.493 -1.205
N 4.885065 -3.867969 1.712220 -0.488 0.031 0.422
H 6.343521 -4.394008 -0.242924 0.021 -0.042 0.219
H 7.592079 -5.176261 0.680524 -0.392 0.210 -0.039
H 4.372516 -3.704861 2.568991 0.205 -0.030 -0.404
H 4.494841 -3.549171 0.841530 -0.275 0.314 0.105
C 6.627905 2.799056 -2.083799 -0.665 0.334 -0.317
O 5.869073 3.203962 -2.950267 -0.017 0.023 -0.193
N 6.532112 3.179787 -0.797117 -0.337 0.740 1.122
N 7.627856 1.935891 -2.338116 1.085 -0.931 -0.796
H 7.147517 2.857288 -0.069483 -0.176 0.004 -0.171
H 5.792562 3.829031 -0.562824 0.170 -0.279 -0.074
H 7.734942 1.624006 -3.294478 -0.069 0.076 0.411
H 8.262772 1.591152 -1.638084 -0.183 0.054 -0.127
C 0.823668 3.290016 4.515635 -0.784 0.256 -0.509
O -0.151395 3.738033 3.933332 -0.006 0.065 0.103
N 0.804858 2.112812 5.166418 -0.468 -1.278 0.702
N 2.004255 3.933444 4.558669 1.150 1.117 -0.112
H 1.597495 1.727436 5.651590 -0.151 0.055 -0.155
H -0.064797 1.596109 5.158530 0.381 0.142 -0.072
H 2.061343 4.823456 4.081188 0.005 -0.391 0.144
H 2.818277 3.580629 5.032901 -0.169 0.036 -0.143
C 0.279183 -5.482980 5.921910 0.004 0.344 0.063
O 0.607035 -4.350454 6.238835 0.056 0.395 -0.025
N -0.953309 -5.785403 5.475607 -1.321 0.150 -0.285
N 1.121060 -6.529956 5.990628 1.209 -0.758 0.311
H -1.241940 -6.711828 5.209888 0.078 0.206 0.002
H -1.618076 -5.025831 5.408656 0.206 -0.290 -0.076
H 2.059076 -6.345683 6.321591 -0.339 -0.099 -0.172
H 0.869548 -7.469606 5.734102 0.047 0.211 0.016
C -9.911190 0.100449 -0.698044 -0.501 -0.159 -0.406
O -11.046807 -0.048123 -1.120943 -0.237 0.000 -0.031
N -9.648177 0.638974 0.506322 -0.208 0.639 1.494
N -8.821128 -0.261043 -1.398558 0.715 -0.552 -0.940
H -8.719940 0.769410 0.871757 -0.002 0.046 -0.134
H -10.440899 0.924728 1.066038 0.332 -0.137 -0.262
H -8.974808 -0.670711 -2.310655 0.128 0.177 0.361
H -7.878185 -0.146744 -1.067192 -0.156 0.076 -0.173
```
Forces are in eV/Å.

Properties
* frontier orbital gap: 5.9700 eV
* E_tot: -5730.321322 a.u.
* charge: -1
* max |F|: 4.21 eV/A

Atomic partial charges in e from the Löwdin method, atoms 1 to 5: -0.137, -0.344, -0.286, 0.351, -0.535

***

Entry 3:
Molecular formula: C17H58O12
Method: DFT, the ωB97M-V functional and the def2-TZVPD basis

Geometry as XYZ:
```
87
Properties=species:S:1:pos:R:3:forces:R:3
C -23.550087 -5.947055 6.173048 -1.612 -0.744 -1.918
C -24.144449 -7.334258 6.320628 2.496 -0.559 0.718
O -24.434975 -7.485492 7.667493 -0.660 -0.087 1.850
H -22.923963 -5.942265 5.297974 0.460 0.184 -0.424
H -22.998112 -5.686165 7.026967 0.636 0.473 1.116
H -24.389347 -5.257783 5.947048 0.658 -0.199 0.604
H -23.457766 -8.197540 6.103327 -0.179 0.961 -0.668
H -25.023186 -7.433961 5.779641 -1.619 -0.227 -1.550
H -24.759153 -8.378022 7.779673 -0.192 -0.184 0.342
C -19.703295 -6.629258 6.147197 0.110 -1.664 -2.149
C -18.707537 -7.189309 7.153015 0.777 -0.196 -2.198
O -18.959653 -6.578898 8.404041 -0.498 -2.198 1.184
H -20.774322 -6.898571 6.364394 1.054 0.442 -0.014
H -19.487304 -6.957439 5.057133 -0.289 0.158 1.777
H -19.504586 -5.582571 6.083534 -0.205 0.854 -0.106
H -17.658474 -6.972799 6.838971 -0.754 -0.017 0.101
H -18.787361 -8.283626 7.233249 0.005 0.242 0.010
H -19.291500 -7.410652 8.825700 0.142 1.825 0.813
C -17.311312 0.454941 7.692086 1.521 -0.308 0.389
C -17.408613 -1.088373 7.842928 -0.960 0.426 -3.591
O -18.769534 -1.577835 7.978509 1.273 -0.789 0.744
H -16.209288 0.558231 7.536870 -0.571 0.278 0.160
H -17.516816 1.000494 8.648525 -0.226 -0.497 -0.908
H -17.741395 0.970196 6.809422 -0.320 -0.730 0.646
H -16.850237 -1.395021 8.657807 1.087 -0.394 1.911
H -16.869573 -1.612133 6.924164 -1.279 1.193 1.650
H -18.641547 -2.460568 8.436330 -0.560 0.942 -0.841
C -21.819433 -4.711609 12.724019 0.590 -1.045 1.031
C -20.889602 -4.326120 11.525752 -1.363 -0.173 1.215
O -20.853779 -5.461986 10.644442 1.846 1.142 -0.667
H -22.764586 -5.251472 12.522303 0.434 0.687 -0.414
H -21.968825 -3.957935 13.505567 -0.359 0.705 -0.845
H -21.293984 -5.415430 13.409955 0.134 -0.146 -0.924
H -19.955746 -4.104535 12.026992 0.744 -0.223 -0.264
H -21.181833 -3.348123 11.071225 -0.182 -0.923 -0.216
H -20.111565 -5.317757 9.971649 -1.671 -0.105 1.196
C -23.576182 -4.311467 9.254894 0.323 1.506 0.190
C -24.317079 -3.519934 10.333685 2.039 0.044 0.114
O -25.726588 -3.439552 10.244425 0.711 0.391 -0.489
H -23.811775 -3.906288 8.273019 -0.031 0.075 -0.139
H -23.856014 -5.310230 9.277515 -0.564 -2.060 -0.141
H -22.474694 -4.284549 9.399307 -0.812 0.153 -0.027
H -23.822163 -2.550377 10.279956 -0.710 0.569 0.263
H -24.024861 -3.934112 11.313956 -0.191 0.173 -0.218
H -25.961891 -4.169186 10.793618 -1.042 -0.679 0.378
C -20.930032 -3.542248 6.755587 0.672 -1.006 -1.337
O -20.590329 -4.324187 7.876427 0.151 0.624 0.394
H -21.698908 -2.864356 7.016062 -0.410 1.077 0.403
H -21.386948 -4.185616 6.008208 -0.248 -0.111 -0.081
H -20.063270 -3.084482 6.223394 -0.474 0.120 0.759
H -20.232003 -5.143703 7.535632 -0.012 -0.135 0.360
C -21.000164 0.182066 5.736339 -0.648 1.686 1.280
O -21.152384 1.260163 6.677411 0.185 0.711 -2.294
H -21.194113 0.517275 4.727576 -0.048 0.202 -0.194
H -21.728458 -0.508760 6.067494 -0.804 -1.384 -0.193
H -20.044636 -0.268229 5.815269 1.143 -0.534 -0.095
H -21.142313 0.853923 7.541114 0.248 -0.109 0.868
C -23.730971 -2.990998 4.765033 -1.404 -0.068 -0.801
O -22.644753 -2.229077 4.310361 1.139 -1.564 -0.445
H -23.846808 -3.063807 5.869570 0.492 -0.236 -0.609
H -23.744588 -3.997368 4.243786 0.242 1.262 0.826
H -24.590382 -2.411909 4.404859 -0.582 -0.630 0.205
H -22.689521 -1.401448 4.737929 0.036 1.507 0.623
C -20.468483 -4.192858 3.281817 1.232 0.499 -0.026
O -20.584447 -5.306120 2.441358 0.528 -0.372 -0.806
H -19.418356 -3.917038 3.364879 0.368 0.043 0.319
H -20.816874 -4.354881 4.272613 -0.585 -0.396 0.406
H -20.934337 -3.356544 2.832058 -0.905 1.007 -0.103
H -20.010818 -5.006283 1.715214 -0.532 -0.918 -0.058
C -16.892483 -3.293497 5.103232 -2.825 1.765 0.573
O -17.183873 -4.325705 6.006431 0.517 -1.507 -2.194
H -15.961417 -2.806819 5.185923 1.389 0.484 0.850
H -17.728963 -2.540802 5.271315 1.110 -0.258 -0.531
H -16.928013 -3.503122 4.061452 -0.401 -1.301 -0.755
H -17.105145 -3.989935 6.874880 0.172 0.713 1.658
C -21.826219 -0.791426 9.177493 0.684 -1.939 -2.813
O -20.792509 0.120739 8.911261 -0.825 0.816 1.372
H -21.470433 -1.850233 8.954946 -0.490 1.109 0.946
H -22.610746 -0.639155 8.453919 -0.423 0.121 -0.813
H -22.369856 -0.654916 10.050794 -0.098 0.156 2.346
H -20.009002 -0.366011 8.705085 1.202 -0.815 -0.298
C -16.829668 -4.247894 9.849293 0.031 2.594 -0.726
O -17.611118 -4.109471 8.640333 -0.006 -1.179 0.819
H -16.504177 -3.208090 10.030436 0.024 -0.356 0.070
H -15.933979 -4.788220 9.701374 0.806 -1.001 -0.287
H -17.309985 -4.520942 10.768998 -0.895 -0.656 0.060
H -17.957566 -4.992098 8.368056 0.047 0.706 0.628
```
Forces are in eV/Å.

Properties
* frontier orbital gap: 9.6387 eV
* E_tot: -1585.095417 a.u.
* charge: 0
* max |F|: 3.74 eV/A

Atomic partial charges in e from the Löwdin method, atoms 1 to 5: -0.082, -0.322, -0.074, 0.066, 0.038